1.
Below is a 2-piece molecular cluster, C14H24F9NO2PS2 overall, with properties calculated with ωB97M-V/def2-TZVPD.

Values from the calculation:
LUMO level (eV): -3.1
Charge: +1
Orbital gap (eV): 8.6

Geometry (Å):
C 0.691 3.443 0.315
C 1.315 2.114 0.747
P 0.266 0.654 0.543
S -0.051 0.076 2.477
C -1.220 0.927 -0.430
C -2.515 0.214 0.038
C -3.203 -0.544 -1.096
C -4.379 -1.419 -0.622
N -5.064 -0.888 0.580
C -5.290 -1.886 1.576
C -4.104 -2.192 2.456
O -6.362 -2.393 1.723
C 1.415 -0.560 -0.345
F 1.816 0.135 -1.438
F 2.473 -0.768 0.440
C 0.889 -1.917 -0.895
F -0.084 -1.634 -1.773
F 1.910 -2.480 -1.542
C 0.343 -2.922 0.154
F 1.046 -2.826 1.287
F -0.931 -2.552 0.430
C 0.330 -4.403 -0.314
F 1.565 -4.894 -0.317
F -0.188 -4.474 -1.542
F -0.429 -5.104 0.527
H 1.513 4.162 0.281
H 0.292 3.401 -0.700
H -0.064 3.815 1.009
H 1.611 2.132 1.801
H 2.230 1.946 0.168
H -0.780 -1.020 2.221
H -1.360 2.012 -0.445
H -0.982 0.640 -1.462
H -3.204 0.970 0.421
H -2.339 -0.456 0.882
H -2.492 -1.195 -1.612
H -3.564 0.175 -1.840
H -5.102 -1.511 -1.436
H -4.025 -2.436 -0.421
H -6.006 -0.599 0.327
H -4.300 -3.092 3.037
H -3.194 -2.315 1.860
H -3.959 -1.346 3.136
C 6.258 4.246 -0.875
S 4.869 3.476 -1.705
O 3.647 3.892 -0.953
C 5.237 1.793 -1.197
H 6.176 5.319 -1.037
H 6.210 4.024 0.190
H 7.186 3.879 -1.311
H 5.266 1.743 -0.108
H 6.192 1.486 -1.622
H 4.446 1.153 -1.587

Now the Mulliken charges, all in e: -1.51 -0.03 0.46 -0.22 -1.03 0.09 -0.52 -0.89 -0.18 0.26 -0.27 -0.55 0.56 -0.25 -0.27 0.62 -0.22 -0.29 0.52 -0.27 -0.17 0.51 -0.22 -0.23 -0.22 0.39 0.40 0.39 0.58 -0.06 0.16 0.72 0.59 0.64 -0.52 0.08 0.51 0.37 0.31 0.31 0.37 -0.20 0.26 -0.96 0.42 -0.54 -0.77 0.34 0.30 0.38 0.30 0.47 0.08



2.
Below is a 2-piece molecular cluster, C14H24FN2O4S2 overall, with properties calculated with ωB97M-V/def2-TZVPD.

Values from the calculation:
LUMO level (eV): -4.6
Charge: +1
Orbital gap (eV): 7.6

Geometry (Å):
C -0.426 1.327 -4.207
N 0.199 1.900 -3.006
C -0.704 1.934 -1.831
C 1.451 1.360 -2.707
O 2.223 1.998 -2.081
C 1.935 -0.020 -3.158
C 2.292 -0.930 -1.971
N 2.860 -0.344 -0.750
C 2.380 -0.924 0.260
C 1.347 -1.978 -0.024
S -0.170 -1.131 0.674
C 1.184 -1.923 -1.592
C 1.199 -3.232 -2.426
C -0.140 -3.290 -3.154
O -1.063 -3.671 -2.618
F -0.149 -2.828 -4.388
H -1.428 1.749 -4.307
H -0.562 0.237 -4.179
H 0.118 1.662 -5.092
H -0.758 2.967 -1.474
H -1.723 1.650 -2.091
H -0.348 1.332 -0.989
H 1.243 -0.570 -3.797
H 2.826 0.133 -3.772
H 3.121 -1.528 -2.380
H 3.579 0.371 -0.653
H 2.626 -0.758 1.306
H 1.435 -2.945 0.466
H -1.209 -1.947 0.373
H 0.274 -1.362 -1.807
H 2.032 -3.206 -3.132
H 1.286 -4.081 -1.753
C -0.716 1.452 5.098
C -1.982 0.773 5.634
C -3.137 1.154 4.700
S -2.404 1.453 3.090
O -2.566 2.843 2.757
O -2.795 0.399 2.179
C -0.708 1.187 3.596
H 0.184 1.067 5.577
H -0.765 2.527 5.287
H -1.844 -0.310 5.628
H -2.194 1.070 6.660
H -3.870 0.355 4.613
H -3.625 2.073 5.019
H -0.051 1.856 3.042
H -0.456 0.148 3.380

Now the Mulliken charges, all in e: -1.09 0.06 -0.72 0.13 -0.57 -0.65 -0.35 0.14 -0.68 -0.01 -0.27 -0.19 -0.64 0.46 -0.37 -0.25 0.46 0.36 0.33 0.31 0.37 0.10 0.31 0.50 0.40 0.33 0.52 0.53 0.19 0.49 0.38 0.38 -0.73 -0.63 -0.66 1.18 -0.66 -0.65 -0.46 0.35 0.33 0.29 0.33 0.35 0.36 0.43 0.19



3.
Below is C14H24HgN4O4PS2Si as an isolated structure, with properties calculated with ωB97M-V/def2-TZVPD.

Values from the calculation:
LUMO level (alpha / beta) (eV): 4.6 / 4.6
<S²>: 0.764
Charge: -2
Multiplicity: 2
Orbital gap (alpha / beta) (eV): 3.8 / 6.6

Geometry (Å):
Hg 2.572 -1.201 -1.852
C 2.829 3.818 2.286
Si 1.322 3.232 1.300
C 1.278 4.225 -0.291
C -0.156 3.846 2.319
C 1.297 1.394 1.260
C 1.017 0.710 2.515
C 1.229 -0.670 2.593
C 1.602 -1.380 1.482
N 1.700 -0.780 0.229
C 1.633 0.589 0.173
S 1.971 1.194 -1.464
H 2.796 4.896 2.487
H 3.755 3.599 1.747
H 2.875 3.298 3.248
H 1.286 5.301 -0.085
H 0.381 3.986 -0.869
H 2.133 3.975 -0.922
H -0.102 4.931 2.470
H -0.180 3.377 3.306
H -1.104 3.617 1.821
H 0.717 1.274 3.391
H 1.104 -1.194 3.536
H 1.816 -2.441 1.495
O 4.568 -4.106 -3.684
S 3.849 -3.387 -2.644
O 2.456 -2.958 -3.152
O 4.553 -2.059 -2.324
O 3.689 -4.144 -1.405
C -3.605 -0.510 -1.471
N -3.305 -1.821 -2.046
C -3.410 -2.826 -0.990
N -2.589 -2.558 0.182
C -2.925 -1.229 0.687
N -2.802 -0.167 -0.306
C -1.388 0.052 -0.665
P -0.534 -1.440 -1.404
C -1.939 -1.819 -2.608
C -1.150 -2.656 -0.122
H -4.659 -0.501 -1.174
H -3.443 0.249 -2.240
H -3.133 -3.798 -1.404
H -4.455 -2.862 -0.663
H -2.272 -0.996 1.530
H -3.967 -1.256 1.025
H -0.844 0.364 0.230
H -1.319 0.869 -1.387
H -1.738 -2.798 -3.050
H -1.898 -1.079 -3.413
H -0.586 -2.491 0.799
H -0.928 -3.665 -0.478

Now the Mulliken charges, all in e: 1.05 -1.18 0.09 -1.08 -1.14 0.83 -0.68 -0.47 -1.21 -0.29 0.50 -0.66 0.29 0.33 0.33 0.29 0.29 0.35 0.32 0.32 0.30 0.15 0.34 0.52 -0.73 1.28 -0.78 -0.79 -0.68 -0.96 0.05 -0.92 0.05 -1.08 0.07 -0.63 0.94 -1.18 -0.92 0.31 0.42 0.41 0.31 0.48 0.29 0.18 0.49 0.43 0.44 0.55 0.40



Question: charge of number 1 (C14H24F9NO2PS2)?
Answer: +1